The molecule C23H27N3O5S at a distorted geometry. Source: the OMol25 dataset; level of theory: ωB97M-V with the def2-TZVPD basis set.

Geometry as ORCA input:
```
! RIJCOSX wB97M-V def2-TZVPD def2/J DEFGRID3
* xyz 0 1
C -10.96 0.53 -0.26
H -10.93 -0.23 -1.04
O -9.86 1.40 -0.33
C -8.61 0.89 -0.19
C -7.56 1.80 -0.28
C -6.25 1.38 -0.15
C -5.95 0.04 0.07
C -7.00 -0.87 0.16
C -8.32 -0.45 0.03
H -9.10 -1.19 0.10
H -6.79 -1.91 0.32
N -4.62 -0.37 0.22
C -4.14 -1.63 0.02
O -4.77 -2.62 -0.29
C -2.63 -1.59 0.24
H -2.15 -1.58 -0.75
C -2.39 -0.28 0.99
H -2.43 -0.45 2.07
C -1.05 0.34 0.61
O -0.95 1.28 -0.14
N 0.00 -0.31 1.20
C 1.36 -0.05 1.09
C 1.87 1.01 0.35
C 3.24 1.21 0.29
C 4.09 0.36 0.97
C 3.60 -0.69 1.71
C 2.24 -0.90 1.77
H 1.84 -1.73 2.35
H 4.29 -1.33 2.23
S 5.86 0.66 0.89
O 6.52 -0.35 1.67
O 6.11 2.04 1.21
N 6.09 0.48 -0.76
C 7.15 1.29 -1.34
C 8.53 0.67 -1.10
C 8.55 -0.75 -1.66
C 7.45 -1.57 -0.99
C 6.10 -0.89 -1.21
H 5.31 -1.41 -0.65
H 5.83 -0.90 -2.27
H 7.64 -1.64 0.08
H 7.42 -2.58 -1.41
H 9.52 -1.21 -1.47
H 8.39 -0.73 -2.74
H 8.72 0.65 -0.03
H 9.29 1.28 -1.58
H 7.08 2.27 -0.87
H 6.95 1.39 -2.41
H 3.66 2.03 -0.27
H 1.20 1.67 -0.18
H -0.23 -1.10 1.79
C -3.58 0.58 0.54
H -3.28 1.17 -0.33
H -3.91 1.26 1.33
H -2.30 -2.49 0.77
H -5.46 2.11 -0.24
H -7.79 2.84 -0.45
H -11.84 1.15 -0.40
H -11.02 0.04 0.72
*
```

Calculated values
LUMO level = 0.0119 Eh
Frontier orbital gap = 0.3084 hartree
Molar mass = 457.6 u
SMILES string = COc1ccc(N2C[C@H](C(=O)Nc3ccc(S(=O)(=O)N4CCCCC4)cc3)CC2=O)cc1
Energy relative to the best compared isomer or geometry (same formula, charge and spin) = 2.2214 eV